Molecular formula: C51H108F21N6O28S7
Method: DFT, ωB97M-V/def2-TZVPD

XYZ file:
```
221
Properties=species:S:1:pos:R:3:forces:R:3:mulliken_charge:R:1
C 6.45233 -1.01442 -7.75486 0.1 0.4 -1.3 -1.11
C 7.98325 -1.22371 -7.67186 0.0 -1.1 -1.5 -0.50
C 8.73505 -1.20900 -9.10988 -0.4 1.3 0.4 -0.67
C 8.44948 -2.23747 -10.19073 -0.4 -0.4 1.1 -0.76
N 9.07080 -1.89541 -11.53330 -1.3 -1.4 -0.4 0.40
C 8.45093 -2.91300 -12.58241 1.5 0.1 -0.7 -0.58
C 8.08105 -2.14456 -13.84994 0.1 1.0 0.5 -0.45
C 8.49058 -0.63714 -13.57568 -1.0 -1.9 -1.1 -0.67
C 8.56320 -0.53612 -12.11378 1.1 0.0 1.4 -0.58
C 10.60892 -2.04829 -11.52097 -1.1 1.3 -1.5 -0.99
H 5.94718 -1.83999 -8.25622 0.2 -0.3 0.0 0.28
H 6.28380 -0.16253 -8.41363 -0.2 0.3 0.0 0.29
H 5.83491 -0.83249 -6.87520 0.8 0.0 0.4 0.36
H 8.14426 -2.22638 -7.27586 0.4 0.3 0.6 0.31
H 8.47692 -0.43346 -7.10627 -0.1 -0.3 0.2 0.33
H 9.81573 -1.09893 -9.01976 0.1 -0.4 0.7 0.32
H 8.47623 -0.24634 -9.55078 -0.3 0.3 0.0 0.34
H 7.37209 -2.38045 -10.27376 -0.1 0.4 -0.6 0.44
H 8.77434 -3.24228 -9.92070 0.5 0.0 -0.1 0.45
H 9.21898 -3.61927 -12.89768 0.1 -0.2 0.8 0.24
H 7.56525 -3.44021 -12.22785 0.5 0.2 0.7 0.37
H 8.60842 -2.46225 -14.74941 -0.2 -0.4 0.2 0.33
H 7.01538 -2.36626 -13.90728 0.0 0.8 -0.8 0.31
H 9.46587 -0.42836 -14.01537 -0.3 0.1 -0.3 0.34
H 7.70517 0.02750 -13.93551 0.4 0.2 -0.2 0.36
H 9.31340 0.22768 -11.90908 -0.3 0.1 0.9 0.31
H 7.57955 -0.33120 -11.69121 0.3 -0.1 0.4 0.45
H 11.09088 -1.31813 -10.87083 -0.3 -0.3 0.3 0.33
H 10.81972 -1.70374 -12.53337 0.5 -0.2 -0.1 0.47
H 10.97827 -3.07029 -11.43620 -0.5 0.1 0.4 0.29
C -9.21172 1.57854 9.63739 -0.3 -0.4 -2.1 -1.20
C -9.47679 0.24631 8.84016 0.3 0.8 0.6 -0.58
C -9.24602 0.38136 7.30671 -0.3 -0.2 0.7 -0.42
C -9.60415 -0.90110 6.55331 0.4 0.9 -0.4 -0.94
N -9.58744 -0.72416 5.02840 0.8 0.2 -0.5 0.11
C -10.80529 0.13995 4.52647 1.0 -1.5 0.7 -0.61
C -11.14630 -0.37639 3.13440 0.4 -0.6 0.2 -0.51
C -10.37761 -1.76056 2.95277 0.2 0.8 1.0 -0.66
C -9.83324 -2.12564 4.41455 -1.2 1.2 -2.2 -0.66
C -8.25929 -0.05417 4.45676 -0.9 -0.9 0.7 -0.95
H -9.80594 1.61155 10.55057 0.8 -0.1 0.3 0.34
H -9.57243 2.40430 9.02411 -0.3 0.2 -0.1 0.33
H -8.13621 1.75566 9.64094 -0.1 -0.1 1.0 0.34
H -10.48116 -0.06231 9.13017 -0.2 -0.2 -0.6 0.41
H -8.79807 -0.49364 9.26432 0.0 -0.2 -0.2 0.36
H -8.19180 0.61075 7.15148 0.1 -0.1 0.0 0.33
H -9.78947 1.24071 6.91394 -0.3 0.0 0.0 0.35
H -10.61713 -1.25497 6.74498 0.1 0.0 0.3 0.38
H -8.87806 -1.66320 6.83633 -0.1 -0.2 -0.3 0.53
H -10.56638 1.20088 4.60033 0.0 -0.2 0.1 0.41
H -11.61625 -0.15138 5.19398 0.1 0.4 0.2 0.31
H -10.93767 0.39086 2.38880 0.2 -0.4 -0.2 0.33
H -12.22492 -0.52782 3.17641 0.0 -0.2 -0.5 0.33
H -9.53002 -1.67591 2.27267 -0.1 0.2 0.0 0.30
H -11.02912 -2.51572 2.51307 0.1 -0.1 0.4 0.42
H -8.98318 -2.80726 4.38484 0.3 0.6 0.3 0.47
H -10.64295 -2.62133 4.95005 0.1 0.3 0.4 0.38
H -7.39357 -0.42655 5.00445 -0.2 -0.4 -0.1 0.35
H -8.26176 1.02686 4.59630 -0.5 -0.1 0.0 0.35
H -8.19047 -0.29919 3.39689 -0.1 0.0 0.2 0.40
C 11.17473 6.33628 8.34267 1.3 0.7 0.5 -0.75
O 9.94729 6.72701 7.85208 -2.4 -0.2 -0.9 -0.36
C 8.91579 6.16392 8.65317 -0.9 -0.2 0.1 -0.48
C 7.49913 6.21998 7.99466 0.7 1.8 -1.0 -0.77
N 7.56510 5.75867 6.55403 0.6 -3.3 0.8 -0.16
H 6.76236 5.93328 5.96647 -0.9 0.4 0.3 0.35
H 8.32903 6.25322 6.11593 0.6 0.1 0.0 0.43
C 7.80247 4.19118 6.46400 0.3 0.9 0.0 -0.51
C 6.53338 3.42276 6.20714 -0.1 -0.8 -1.1 -0.71
O 5.47557 3.77837 6.97449 -0.5 2.5 2.2 -0.31
C 4.25553 3.20892 6.58355 -0.6 -0.8 -0.5 -0.75
H 11.24054 5.24853 8.36675 0.3 0.0 0.3 0.34
H 11.30734 6.85709 9.29097 0.1 -0.7 0.7 0.31
H 11.98755 6.77703 7.76547 -0.3 -0.3 -0.6 0.26
H 8.87246 6.64528 9.63016 -0.2 0.5 0.0 0.49
H 9.14182 5.13874 8.94648 0.2 -0.4 -0.4 0.40
H 7.20915 7.25170 7.79575 0.1 0.3 0.8 0.46
H 6.68609 5.77393 8.56747 0.3 -0.5 -0.3 0.31
H 8.29673 3.83272 7.36694 -0.1 0.6 0.1 0.21
H 8.48710 4.02383 5.63252 -0.1 0.0 0.0 0.38
H 6.71698 2.36585 6.40034 0.6 -0.3 -0.4 0.44
H 6.25586 3.54263 5.15989 0.1 -0.1 -0.5 0.50
H 4.08596 3.44531 5.53309 0.0 -0.5 -0.3 0.33
H 3.35644 3.56916 7.08352 0.6 0.5 0.6 0.26
H 4.31019 2.14546 6.81630 -0.2 -0.2 -0.5 0.33
C 1.98942 2.83596 -2.10634 -0.4 0.0 0.7 -0.77
O 3.14791 3.57351 -2.37537 2.3 -0.3 0.2 -0.37
C 4.20486 2.73828 -2.86660 -1.4 0.2 -1.8 -0.93
C 5.56970 3.33774 -2.73189 0.4 -0.7 1.3 -0.42
N 5.75574 3.72117 -1.25621 1.1 0.6 -1.3 -0.20
H 4.90487 4.25405 -1.14598 -0.3 1.2 0.8 0.41
H 5.60695 2.94794 -0.62370 0.3 -0.9 0.1 0.37
C 7.07955 4.46892 -0.94435 -0.7 -0.2 -0.1 -0.72
C 8.38272 3.70735 -1.25880 0.7 -0.6 -0.7 -0.50
O 8.57233 3.37534 -2.62433 -1.9 1.2 -1.4 -0.33
C 9.61927 2.51787 -2.91759 0.7 -1.0 0.9 -0.76
H 2.17797 2.07740 -1.34665 0.0 0.1 0.4 0.38
H 1.62778 2.27128 -2.96568 -0.2 0.4 -0.4 0.29
H 1.31504 3.60815 -1.73616 -0.5 -0.6 -0.1 0.27
H 3.99377 2.67924 -3.93434 0.4 -0.1 -0.5 0.45
H 4.13922 1.68215 -2.60511 0.0 0.1 1.1 0.54
H 5.71128 4.22605 -3.34749 0.0 0.0 0.3 0.42
H 6.33901 2.59332 -2.93708 -0.1 0.2 -0.3 0.30
H 7.03179 4.72572 0.11389 0.1 -0.3 0.1 0.45
H 7.00909 5.43802 -1.43830 0.1 -0.2 -0.4 0.37
H 8.51246 2.76367 -0.72894 -0.4 0.1 0.7 0.47
H 9.25699 4.33111 -1.07257 -0.3 0.4 1.0 0.37
H 9.37409 1.52059 -2.55234 0.0 -0.4 0.0 0.35
H 10.53726 2.79240 -2.39795 0.2 0.3 0.0 0.32
H 9.85364 2.44390 -3.97953 -0.5 0.4 0.0 0.23
C 0.32843 -2.14537 -1.82373 -0.2 -0.8 0.9 -0.78
O 0.22145 -2.03650 -0.36640 -0.2 0.5 -1.5 -0.21
C -0.71500 -2.98237 0.14568 0.3 0.1 -0.8 -0.71
C -1.30402 -2.45392 1.43932 1.3 1.2 0.6 -0.58
N -0.19665 -1.74635 2.34091 -2.5 -0.7 0.9 -0.22
H 0.40755 -2.44640 2.74707 0.5 -0.5 0.0 0.39
H 0.35089 -1.06421 1.83593 0.3 0.1 -0.7 0.40
C -0.84510 -0.96739 3.51923 -0.6 1.7 -2.1 -0.65
C -1.57116 0.27449 2.86290 0.2 0.4 2.4 -0.69
O -0.60161 1.15775 2.36406 1.4 -0.5 -1.5 -0.25
C -0.96033 2.44550 1.86442 -1.6 -0.5 0.1 -0.73
H 0.84369 -3.06470 -2.10202 0.5 0.0 0.2 0.33
H 0.82189 -1.29498 -2.29431 0.0 0.1 0.6 0.19
H -0.64567 -2.29266 -2.29013 -0.4 0.5 0.2 0.34
H -0.24946 -3.96781 0.12911 0.0 -0.1 0.7 0.47
H -1.54505 -3.04209 -0.55828 -0.3 -0.1 0.0 0.40
H -1.83262 -3.17612 2.06151 0.4 -0.1 0.0 0.46
H -1.99733 -1.65080 1.18952 0.2 -0.1 0.0 0.23
H -0.04794 -0.57046 4.14779 -0.1 -0.5 0.1 0.37
H -1.60836 -1.56390 4.01892 0.5 -0.3 0.1 0.42
H -1.99932 0.87808 3.66319 -0.6 -0.6 0.6 0.53
H -2.43394 -0.07956 2.29866 0.3 0.4 -1.0 0.46
H -0.10085 3.04369 1.56183 0.2 -0.5 0.3 0.24
H -1.55893 2.98710 2.59684 0.3 0.2 0.4 0.29
H -1.65940 2.34548 1.03411 0.2 -0.1 -0.4 0.31
C -7.84706 1.16161 -7.41593 0.3 1.4 -0.4 -1.37
C -7.39390 -0.18683 -7.84053 0.5 -2.7 0.5 -0.30
N -6.73791 -1.06728 -6.69374 0.2 0.5 0.4 -0.06
C -7.79967 -1.15722 -5.54668 0.6 0.7 -0.7 -1.16
C -6.33514 -2.52556 -7.17108 -1.1 1.4 0.2 -0.27
C -7.51961 -3.33753 -7.66383 -0.5 -0.7 0.9 -1.26
C -5.48856 -0.31298 -6.08396 -0.8 -0.5 1.1 -0.91
C -4.23671 -0.16250 -6.90850 -1.8 0.6 0.1 -0.67
O -3.39856 -1.24743 -6.76007 -1.4 0.0 -0.2 -0.30
C -2.19754 -0.99647 -7.40395 1.1 -1.9 1.0 -0.83
H -7.06282 1.76536 -6.95924 0.0 -0.2 0.4 0.35
H -8.76334 1.21226 -6.82776 0.2 -0.3 0.2 0.34
H -8.05097 1.76912 -8.29767 -0.2 -0.3 -0.3 0.41
H -6.72299 -0.30008 -8.69209 0.4 0.8 0.2 0.52
H -8.21139 -0.82104 -8.18344 -0.3 0.2 0.3 0.36
H -7.54218 -1.89798 -4.78966 0.1 -0.1 -0.3 0.48
H -8.79583 -1.30369 -5.96419 0.3 -0.5 -0.2 0.38
H -7.84491 -0.16778 -5.09163 0.3 -0.1 0.1 0.52
H -5.92896 -2.93057 -6.24421 0.1 -0.3 -0.3 0.40
H -5.58481 -2.49811 -7.96124 0.2 0.6 0.3 0.30
H -7.11132 -4.30863 -7.94376 -0.1 0.0 -0.2 0.39
H -8.18093 -2.98047 -8.45329 0.7 0.4 -0.3 0.35
H -8.20954 -3.56653 -6.85164 0.1 0.0 0.2 0.37
H -5.16303 -0.76592 -5.14748 -0.5 -0.9 0.0 0.53
H -5.86949 0.62730 -5.68536 0.0 0.2 -0.6 0.66
H -3.73360 0.73466 -6.54782 0.0 0.3 -0.1 0.54
H -4.61293 0.00664 -7.91744 0.7 0.0 -0.7 0.27
H -2.27656 -1.00752 -8.49102 0.1 0.5 -0.1 0.30
H -1.68305 -1.89991 -7.07655 0.9 0.1 -0.6 0.29
H -1.69227 -0.16452 -6.91337 0.1 0.4 -0.6 0.36
C 1.67631 8.08390 3.05920 2.9 0.1 0.7 0.57
F 1.71129 9.25822 3.66943 -1.4 0.9 0.7 -0.23
F 1.51122 7.13789 4.03917 -0.7 0.6 -1.4 -0.22
F 0.77200 8.06861 2.09382 -0.4 -0.4 0.8 -0.20
S 3.41429 8.00963 2.36364 2.0 -0.1 -0.5 1.06
O 4.32583 7.48673 3.37766 -0.6 0.2 0.8 -0.64
O 3.22934 7.04639 1.31038 -0.3 -0.6 -1.3 -0.66
O 3.79207 9.36487 1.95410 -1.1 -0.9 0.2 -0.68
C -0.71032 -8.00629 4.23296 3.7 0.3 3.1 0.57
F -1.13077 -9.07904 4.89030 -0.7 -0.4 0.3 -0.23
F -0.12016 -8.50640 3.13803 -0.7 0.7 -1.2 -0.24
F -1.69660 -7.17470 4.08734 -1.1 0.4 -1.5 -0.18
S 0.67674 -7.11570 5.34673 0.5 1.2 0.7 1.02
O 0.98946 -5.76902 4.77985 -1.3 -1.5 0.0 -0.64
O 0.07840 -7.11478 6.67118 -0.3 0.2 -1.0 -0.61
O 1.82581 -7.98844 5.26425 0.2 -0.8 -0.7 -0.68
C -6.34709 -7.26571 6.90160 0.4 1.0 2.8 0.57
F -6.73620 -8.32823 7.67797 -0.3 0.8 -0.2 -0.25
F -5.58838 -7.74992 6.00041 1.6 -1.0 -2.3 -0.20
F -7.41571 -6.72005 6.32245 -0.8 -0.1 -0.2 -0.23
S -5.44279 -5.91903 7.91857 3.0 0.9 0.9 1.10
O -4.26185 -6.47979 8.60429 -1.9 -0.3 -1.4 -0.65
O -5.04450 -4.87991 6.94499 -1.2 -1.3 0.2 -0.65
O -6.47628 -5.53131 8.84586 -1.2 0.2 0.0 -0.69
C -6.45228 -5.77585 -0.65866 -2.5 -3.4 -0.3 0.59
F -5.40025 -6.48258 -1.11591 0.1 0.6 0.4 -0.22
F -6.61802 -6.06435 0.66317 0.4 0.4 -0.9 -0.23
F -6.30014 -4.51645 -0.82819 1.2 2.5 0.2 -0.20
S -7.98118 -6.26605 -1.70547 0.1 -2.1 -1.7 1.08
O -9.12375 -5.51492 -1.24058 0.4 0.9 0.4 -0.65
O -7.52508 -5.97322 -3.08038 0.0 0.9 1.0 -0.69
O -8.13870 -7.70215 -1.53874 0.4 0.4 0.6 -0.68
C 5.76541 -2.51392 -0.39335 -0.3 1.0 4.7 0.54
F 5.22566 -1.87257 -1.38854 -0.4 0.3 -1.8 -0.21
F 4.96592 -3.59501 -0.08924 1.7 0.7 -1.0 -0.21
F 7.05949 -2.80059 -0.65545 -1.0 -0.7 -0.5 -0.23
S 5.70763 -1.31690 1.21436 0.3 -2.5 1.3 0.93
O 6.41726 -2.06154 2.27120 -0.6 0.8 -1.7 -0.65
O 6.37102 -0.09943 0.80162 0.5 0.8 -0.9 -0.61
O 4.28695 -1.17335 1.44323 -0.2 0.1 -0.5 -0.56
C -6.18262 3.60984 0.41703 -1.3 -1.3 -3.1 0.56
F -7.45545 3.90128 0.72422 -0.1 0.6 0.0 -0.23
F -5.49449 4.71032 0.17460 0.3 0.6 0.8 -0.21
F -5.72193 2.91818 1.40870 1.3 -0.5 1.7 -0.21
S -6.11021 2.57593 -1.18026 -2.6 -0.2 -1.7 1.08
O -4.74450 2.15846 -1.27664 1.3 -0.5 0.6 -0.62
O -7.11604 1.49334 -1.07342 1.3 1.1 0.7 -0.66
O -6.47479 3.52815 -2.23292 0.1 0.0 0.8 -0.71
C -3.04822 -1.10052 11.34501 2.2 -1.1 -0.5 0.57
F -3.03492 0.18962 11.75697 -0.8 -0.5 -0.5 -0.23
F -3.48392 -1.85970 12.36861 -0.2 0.6 -0.5 -0.22
F -3.82401 -1.31308 10.27257 -0.5 0.8 0.7 -0.20
S -1.25817 -1.61591 10.85129 3.4 -0.1 -0.8 1.07
O -0.95027 -1.18407 9.44918 -1.6 0.0 2.2 -0.66
O -0.42699 -0.88755 11.84289 -1.4 -0.3 -0.7 -0.70
O -1.17526 -3.06307 10.99898 -1.0 1.0 0.2 -0.62
```
Forces are in eV/Å.

Properties
largest force on an atom	4.8	eV/Å
HOMO energy	-3.7	eV
net charge	-1
HOMO-LUMO gap	2.238	eV
DFT total energy	-253802.92825	eV